A single C4H5NO2 molecule, computed with ωB97M-V/def2-TZVPD.

Last columns: bonded neighbours and bond lengths (Å).
Atoms and positions in Å:
1 O 0.55900 1.18813 -0.41047  C5 1.440, C6 1.346
2 O 0.75899 -1.34667 -0.34857  N3 1.435, C7 1.397
3 N 1.98965 -0.66235 -0.07232  O2 1.435, C6 1.272
4 C -1.51828 -0.09869 -0.45913  C5 1.477, C7 1.566, H10 1.194, H12 1.119
5 C -0.56848 0.70080 0.34119  O1 1.440, C4 1.477, C7 1.619, H8 1.248
6 C 1.72821 0.58096 -0.13414  O1 1.346, N3 1.272, H9 1.122
7 C -0.40535 -0.90896 0.28685  O2 1.397, C4 1.566, C5 1.619, H11 1.089
8 H -0.62570 1.43926 1.34611  C5 1.248
9 H 2.61866 1.15065 0.24290  C6 1.122
10 H -1.42195 0.00617 -1.64441  C4 1.194
11 H -0.54983 -1.61468 1.10332  C7 1.089
12 H -2.56491 -0.43463 -0.25135  C4 1.119

Output
* E_HOMO: -0.3563 Ha
* DFT total energy: -360.48036 Ha
* max |F|: 3.81 eV Å⁻¹
* structure (SMILES): C1=NO[C@@H]2C[C@@H]2O1
* LUMO energy: 0.979 eV
* spin multiplicity: 1

12 unconnected molecules or ions with the total composition C24H72O23, computed with ωB97M-V/def2-TZVPD.

Last columns: bonded neighbours and bond lengths (Å).
Atoms and positions in Å:
1 O 1.15511 2.40158 -4.56407  C30 1.403, H61 0.960
2 O 1.54582 1.06699 -0.71613  C31 1.420, H96 0.960
3 O -4.53245 1.73626 1.60235  C25 1.437, H114 0.960
4 O -2.25098 -4.66011 4.85210  C26 1.361, H66 0.960
5 O 3.27501 -2.99281 6.48441  C45 1.451, H84 0.960
6 O -2.73251 2.06436 -2.92117  C42 1.445, H62 0.960
7 O -2.37378 -1.61539 4.18038  C33 1.423, H108 0.960
8 O 2.77756 0.61007 -3.29456  C29 1.438, H81 0.960
9 O 4.02072 -0.42736 0.86577  C47 1.415, H60 0.960
10 O -1.66999 0.91275 4.99681  C24 1.468, H50 0.960
11 O 0.44362 -1.01106 0.91650  C40 1.430, H105 0.960
12 O -3.12466 4.56944 -1.28314  C37 1.392, H52 0.960
13 O -1.34960 5.15992 1.00150  C38 1.423, H90 0.960
14 O 1.51550 1.20807 5.07448  C27 1.381, H88 0.960
15 O -3.00493 -0.70659 -3.26244  C28 1.417, H85 0.960
16 O 2.80277 -2.01436 2.86255  C39 1.466, H83 0.960
17 O -0.88472 0.19388 -5.09261  C46 1.382, H78 0.960
18 O 2.04528 3.75605 -2.32502  C32 1.353, H104 0.960
19 O 3.40971 -3.27782 0.32125  C41 1.407, H91 0.960
20 O 4.23496 2.07966 -5.72190  C34 1.361, H93 0.960
21 O 0.11975 -3.66004 0.71359  C35 1.437, H80 0.960
22 O -4.79828 -1.65700 0.16641  C44 1.388, H82 0.960
23 O -0.83701 -6.36256 -0.79591  C36 1.419, H111 0.960
24 C -0.75458 1.50648 4.01408  O10 1.468, C27 1.634, H67 1.090, H112 1.090
25 C -4.73125 0.31323 1.64322  O3 1.437, C44 1.575, H51 1.090, H77 1.090
26 C -1.40857 -4.00291 4.00938  O4 1.361, C33 1.594, H92 1.090, H94 1.090
27 C 0.67015 0.71174 4.10156  O14 1.381, C24 1.634, H49 1.090, H113 1.090
28 C -1.80168 -1.35048 -3.64461  O15 1.417, C46 1.538, H57 1.090, H95 1.090
29 C 4.13950 0.64515 -3.75374  O8 1.438, C34 1.603, H89 1.090, H119 1.090
30 C 0.86871 3.74362 -4.27153  O1 1.403, C32 1.504, H74 1.090, H101 1.090
31 C 0.33816 0.35183 -0.93396  O2 1.420, C40 1.485, H48 1.090, H103 1.090
32 C 0.80711 4.02949 -2.79654  O18 1.353, C30 1.504, H59 1.090, H118 1.090
33 C -2.01288 -2.69572 3.32703  O7 1.423, C26 1.594, H53 1.090, H65 1.090
34 C 4.54803 0.82652 -5.29320  O20 1.361, C29 1.603, H73 1.090, H99 1.090
35 C -1.14096 -4.08306 0.16767  O21 1.437, C36 1.543, H71 1.090, H107 1.090
36 C -0.81067 -4.96738 -1.05235  O23 1.419, C35 1.543, H54 1.090, H86 1.090
37 C -3.61506 3.29782 -0.99874  O12 1.392, C42 1.543, H109 1.090, H115 1.090
38 C 0.07033 5.23571 0.95734  O13 1.423, C43 1.462, H64 1.090, H70 1.090
39 C 3.49520 -2.44903 4.07926  O16 1.466, C45 1.543, H72 1.090, H75 1.090
40 C -0.42333 -0.07720 0.26681  O11 1.430, C31 1.485, H76 1.090, H102 1.090
41 C 4.08086 -2.46834 -0.61374  O19 1.407, C47 1.604, H98 1.090, H110 1.090
42 C -3.93036 2.64895 -2.36281  O6 1.445, C37 1.543, H116 1.090, H117 1.090
43 C 0.47758 3.83383 1.04154  C38 1.462, H58 1.090, H97 1.090, H100 1.090
44 C -4.71578 -0.27159 0.18109  O22 1.388, C25 1.575, H55 1.090, H79 1.090
45 C 2.62571 -2.36132 5.35108  O5 1.451, C39 1.543, H63 1.090, H106 1.090
46 C -1.48550 -1.05005 -5.11964  O17 1.382, C28 1.538, H56 1.090, H69 1.090
47 C 4.84630 -1.21186 0.02613  O9 1.415, C41 1.604, H68 1.090, H87 1.090
48 H -0.25415 1.08008 -1.48796  C31 1.090
49 H 0.30008 -0.28996 4.32009  C27 1.090
50 H -1.96922 0.07898 4.62684  O10 0.960
51 H -3.97580 -0.11270 2.30353  C25 1.090
52 H -2.47424 4.70007 -0.58924  O12 0.960
53 H -2.85274 -3.00139 2.70310  C33 1.090
54 H 0.12058 -4.64804 -1.52022  C36 1.090
55 H -3.81823 -0.01506 -0.38166  C44 1.090
56 H -0.83680 -1.80661 -5.56113  C46 1.090
57 H -0.99403 -1.19132 -2.93014  C28 1.090
58 H 0.13864 3.38916 1.97721  C43 1.090
59 H 0.44999 5.05377 -2.68973  C32 1.090
60 H 3.68542 -0.92893 1.61250  O9 0.960
61 H 1.10070 2.29659 -5.51676  O1 0.960
62 H -2.11705 2.79931 -2.97278  O6 0.960
63 H 2.38841 -1.33572 5.63380  C45 1.090
64 H 0.37138 5.66754 0.00288  C38 1.090
65 H -1.18812 -2.17768 2.83761  C33 1.090
66 H -1.75088 -5.32222 5.33493  O4 0.960
67 H -0.65628 2.56124 4.27087  C24 1.090
68 H 5.37524 -0.66009 -0.75097  C47 1.090
69 H -2.43371 -1.12908 -5.65138  C46 1.090
70 H 0.25869 6.00315 1.70810  C38 1.090
71 H -1.83741 -3.28990 -0.10431  C35 1.090
72 H 3.73668 -3.50524 3.96005  C39 1.090
73 H 4.16567 -0.00613 -5.88361  C34 1.090
74 H 0.03156 4.25196 -4.74994  C30 1.090
75 H 4.43815 -1.90940 4.16721  C39 1.090
76 H -0.62717 0.80453 0.87434  C40 1.090
77 H -5.64399 -0.01302 2.14178  C25 1.090
78 H -1.39560 0.67619 -4.43840  O17 0.960
79 H -5.49336 0.30987 -0.31427  C44 1.090
80 H 0.10020 -2.70413 0.79993  O21 0.960
81 H 2.29859 1.29135 -3.77209  O8 0.960
82 H -4.82579 -1.80026 -0.78243  O22 0.960
83 H 1.93469 -2.41955 2.80048  O16 0.960
84 H 3.96195 -2.38785 6.77376  O5 0.960
85 H -2.80909 0.19109 -2.98418  O15 0.960
86 H -1.54696 -4.88233 -1.85155  C36 1.090
87 H 5.59561 -1.69745 0.65131  C47 1.090
88 H 1.12142 1.06667 5.93837  O14 0.960
89 H 4.36012 1.66495 -3.43841  C29 1.090
90 H -1.66875 5.30725 1.89483  O13 0.960
91 H 3.58314 -2.93971 1.20284  O19 0.960
92 H -0.55424 -3.76953 4.64480  C26 1.090
93 H 3.45726 2.12698 -6.28274  O20 0.960
94 H -1.00750 -4.59656 3.18790  C26 1.090
95 H -1.77080 -2.43532 -3.54325  C28 1.090
96 H 2.16065 1.09677 -1.45281  O2 0.960
97 H 1.56258 3.76195 1.11711  C43 1.090
98 H 3.41677 -2.08336 -1.38760  C41 1.090
99 H 5.63429 0.77407 -5.36662  C34 1.090
100 H 0.33082 3.17797 0.18340  C43 1.090
101 H 1.64194 4.40638 -4.66009  C30 1.090
102 H -1.39960 -0.44368 -0.05055  C40 1.090
103 H 0.72962 -0.40618 -1.61241  C31 1.090
104 H 2.19977 2.85783 -2.62653  O18 0.960
105 H 1.30583 -0.60037 0.81887  O11 0.960
106 H 1.63649 -2.79779 5.21317  C45 1.090
107 H -1.70275 -4.62755 0.92663  C35 1.090
108 H -3.24492 -1.89616 4.47006  O7 0.960
109 H -2.80791 2.71506 -0.55491  C37 1.090
110 H 4.75442 -3.01462 -1.27404  C41 1.090
111 H -0.70367 -6.89618 -1.58272  O23 0.960
112 H -1.39784 1.50953 3.13413  C24 1.090
113 H 1.08972 0.55102 3.10846  C27 1.090
114 H -5.19742 2.22363 2.09418  O3 0.960
115 H -4.40879 3.27855 -0.25193  C37 1.090
116 H -4.53849 1.74648 -2.30087  C42 1.090
117 H -4.47842 3.30447 -3.03959  C42 1.090
118 H 0.12042 3.49153 -2.14297  C32 1.090
119 H 4.90034 -0.00424 -3.32074  C29 1.090

Output
* E_HOMO: -0.3489 Ha
* DFT total energy: -2687.77868 Ha
* max |F|: 3.74 eV Å⁻¹
* structure (SMILES): OCCO.OCCO.OCCO.OCCO.OCCO.OCCO.OCCO.OCCO.OCCO.OCCO.OCCO.CCO
* LUMO energy: 0.192 eV
* spin multiplicity: 1

3 unconnected molecules or ions with the total composition C25H45Cl2N2O11P3S, computed with ωB97M-V/def2-TZVPD.

Last columns: bonded neighbours and bond lengths (Å).
Atoms and positions in Å:
1 Cl -0.85215 -3.35322 -3.26268  P6 2.096
2 Cl -7.38504 -4.50054 -4.99122  C28 1.741
3 S -4.43237 -5.74733 -4.62847  C38 1.810, H87 1.360
4 P 1.07582 -4.20319 3.48328  O7 1.649, O13 1.645, O16 1.643, O17 1.499
5 P 3.00169 5.79934 0.40705  O8 1.649, O10 1.647, O11 1.498, O15 1.643
6 P -2.40940 -4.57371 -2.56984  Cl1 2.096, O14 1.669, C29 1.864
7 O 2.35400 -4.44117 2.46840  P4 1.649, C24 1.428
8 O 3.62363 4.27660 0.52610  P5 1.649, C37 1.429
9 O -6.19681 -0.20749 -0.65621  C27 1.196
10 O 4.25119 6.40703 1.29059  P5 1.647, C34 1.432
11 O 1.61167 5.41252 0.00439  P5 1.498
12 O -9.00554 -2.16514 -3.62704  C35 1.198
13 O 2.01530 -4.54152 4.79089  P4 1.645, C32 1.432
14 O -2.17152 -4.66404 -0.92003  P6 1.669, H46 0.971
15 O 3.63744 6.27637 -1.03111  P5 1.643, C31 1.428
16 O 1.15794 -2.57709 3.70156  P4 1.643, C23 1.429
17 O -0.00989 -4.30961 2.45549  P4 1.499
18 N -7.36732 0.50616 -3.18957  N19 1.442, H54 1.015, H89 1.014
19 N -7.63100 -0.68859 -2.42657  N18 1.442, C27 1.435, C35 1.416
20 C 3.73794 8.70965 -0.94013  C31 1.518, H77 1.090, H81 1.091, H85 1.093
21 C -5.74078 -2.04799 -2.26639  C27 1.526, C30 1.394, C43 1.406
22 C 6.34696 5.73636 0.15527  C34 1.512, H51 1.089, H71 1.090, H72 1.092
23 C 0.07221 -1.91788 4.35539  O16 1.429, C42 1.518, H49 1.094, H55 1.090
24 C 2.23180 -5.31585 1.34568  O7 1.428, C25 1.513, H47 1.093, H70 1.090
25 C 2.14202 -4.50391 0.07237  C24 1.513, H48 1.092, H62 1.091, H65 1.092
26 C -3.28111 -0.35930 -1.60573  C33 1.559, C40 1.574, H53 1.101, H75 1.098
27 C -6.45483 -0.86356 -1.62260  O9 1.196, N19 1.435, C21 1.526
28 C -6.24604 -3.77294 -3.89400  Cl2 1.741, C38 1.397, C43 1.385
29 C -4.05172 -3.71328 -2.76460  P6 1.864, C30 1.419, C38 1.425
30 C -4.45744 -2.55179 -2.05710  C21 1.394, C29 1.419, C40 1.531
31 C 3.15912 7.48392 -1.62413  O15 1.428, C20 1.518, H63 1.090, H88 1.094
32 C 3.44203 -4.42146 4.83547  O13 1.432, C39 1.512, H52 1.093, H73 1.088
33 C -1.88425 -0.36286 -2.29794  C26 1.559, C41 1.552, H58 1.102, H78 1.100
34 C 5.53758 5.79373 1.43069  O10 1.432, C22 1.512, H60 1.093, H76 1.088
35 C -7.94416 -1.85675 -3.16373  O12 1.198, N19 1.416, C43 1.539
36 C -1.39981 2.07427 -1.52095  C41 1.549, H79 1.102, H80 1.101, H86 1.099
37 C 2.80857 3.19007 0.97093  O8 1.429, C44 1.514, H45 1.093, H56 1.090
38 C -4.96469 -4.29240 -3.69242  S3 1.810, C28 1.397, C29 1.425
39 C 3.95556 -3.00464 4.71798  C32 1.512, H61 1.090, H68 1.089, H69 1.092
40 C -3.58536 -1.79972 -1.04857  C26 1.574, C30 1.531, H57 1.092, H67 1.104
41 C -1.40957 1.06058 -2.69272  C33 1.552, C36 1.549, H50 1.104, H82 1.104
42 C 0.10645 -2.14022 5.85674  C23 1.518, H64 1.091, H83 1.093, H84 1.090
43 C -6.62421 -2.64727 -3.18200  C21 1.406, C28 1.385, C35 1.539
44 C 2.45331 2.29779 -0.19919  C37 1.514, H59 1.092, H66 1.091, H74 1.092
45 H 3.39101 2.62399 1.70266  C37 1.093
46 H -1.29246 -4.30673 -0.71637  O14 0.971
47 H 3.12502 -5.94520 1.32178  C24 1.093
48 H 1.33535 -3.77046 0.12676  C25 1.092
49 H -0.87979 -2.25305 3.93446  C23 1.094
50 H -2.04564 1.39469 -3.53052  C41 1.104
51 H 5.92879 5.02288 -0.55364  C22 1.089
52 H 3.73015 -4.81254 5.81416  C32 1.093
53 H -3.98696 -0.11115 -2.41379  C26 1.101
54 H -7.80792 1.27885 -2.69982  N18 1.015
55 H 0.17313 -0.85409 4.13801  C23 1.090
56 H 1.91356 3.54946 1.47847  C37 1.090
57 H -2.69290 -2.34910 -0.74110  C40 1.092
58 H -2.04596 -0.89948 -3.24629  C33 1.102
59 H 1.76842 1.50506 0.10769  C44 1.092
60 H 6.07320 6.41685 2.15102  C34 1.093
61 H 3.43929 -2.34179 5.41248  C39 1.090
62 H 3.06378 -3.94263 -0.08962  C25 1.091
63 H 3.46824 7.46502 -2.66963  C31 1.090
64 H -0.66409 -1.54626 6.35081  C42 1.091
65 H 1.96996 -5.14898 -0.79156  C25 1.092
66 H 1.98903 2.86507 -1.00665  C44 1.091
67 H -4.22616 -1.64669 -0.16308  C40 1.104
68 H 3.81359 -2.60827 3.71330  C39 1.089
69 H 5.02441 -2.97896 4.93870  C39 1.092
70 H 1.37298 -5.97832 1.45147  C24 1.090
71 H 6.37820 6.71031 -0.33324  C22 1.090
72 H 7.36890 5.42419 0.37912  C22 1.092
73 H 3.90827 -5.07922 4.10440  C32 1.088
74 H 3.35294 1.84100 -0.61617  C44 1.092
75 H -3.33723 0.40549 -0.82032  C26 1.098
76 H 5.44968 4.81303 1.89452  C34 1.088
77 H 4.82621 8.65508 -0.90389  C20 1.090
78 H -1.13750 -0.86855 -1.66760  C33 1.100
79 H -1.21422 1.53944 -0.57604  C36 1.102
80 H -2.38770 2.55915 -1.48334  C36 1.101
81 H 3.44745 9.61847 -1.46974  C20 1.091
82 H -0.39644 0.95088 -3.11826  C41 1.104
83 H -0.06244 -3.19212 6.10110  C42 1.093
84 H 1.07919 -1.86720 6.26645  C42 1.090
85 H 3.38463 8.78635 0.09138  C20 1.093
86 H -0.62124 2.83370 -1.68146  C36 1.099
87 H -3.51351 -5.17322 -5.45043  S3 1.360
88 H 2.06605 7.50644 -1.60232  C31 1.094
89 H -7.74644 0.42874 -4.12714  N18 1.014

Output
* E_HOMO: -0.3094 Ha
* DFT total energy: -4259.40191 Ha
* max |F|: 7.64 eV Å⁻¹
* structure (SMILES): CCCCCc1c2c(c(Cl)c(S)c1P(O)Cl)C(=O)N(N)C2=O.CCOP(=O)(OCC)OCC.CCOP(=O)(OCC)OCC
* LUMO energy: -0.935 eV
* spin multiplicity: 1

Which value of spin multiplicity does entry 3 give? 1